The following is a DFT calculation (wB97M-V/def2-TZVPD) of a molecular structure, C15H12BrCl4NO5PSn at a distorted geometry.

## Properties
- Kohn-Sham gap: 5.9 eV
- HOMO energy: -11.99 eV
- Energy above the lowest of the compared OMol25 structures with the same formula, charge and spin: 19.9 kcal per mole
- Net charge: +1
- LUMO energy: -6.0819 eV

Geometry as XYZ:
```
40
Properties=species:S:1:pos:R:3:forces:R:3
Sn -0.865 0.684 -1.288 0.0 1.8 0.5
Br 2.490 2.525 -1.596 0.2 0.0 -0.1
C 1.155 3.714 -0.984 -0.1 0.1 0.1
C 1.470 5.020 -0.647 0.1 -0.2 -0.1
C 0.439 5.839 -0.208 -0.2 -0.2 0.0
C -0.845 5.321 -0.124 0.2 -0.1 -0.1
C -1.045 3.996 -0.484 -0.7 0.1 0.1
N -0.063 3.211 -0.913 0.2 -0.5 0.1
C -2.452 3.361 -0.423 0.9 1.3 0.2
O -3.389 4.088 -0.208 -0.2 -0.1 0.0
O -2.466 2.099 -0.609 0.5 -2.4 -0.4
H 2.484 5.373 -0.734 0.1 0.0 0.0
H 0.637 6.866 0.062 0.0 0.0 0.0
H -1.688 5.910 0.204 -0.1 0.0 0.0
Cl -1.895 -6.749 -0.285 0.1 0.2 0.0
C -2.109 -5.072 -0.449 1.7 0.2 -0.3
C -3.441 -4.532 -0.304 -1.1 1.4 0.0
Cl -4.719 -5.603 0.013 0.1 0.2 0.0
C -3.670 -3.181 -0.411 -1.0 -1.1 0.2
Cl -5.231 -2.512 -0.213 0.2 0.0 0.0
C -2.600 -2.260 -0.701 0.1 1.1 -0.1
O -2.736 -1.047 -0.789 0.0 -0.8 0.3
C -1.206 -2.839 -0.916 0.8 0.8 -0.3
O -0.311 -2.072 -1.243 -0.7 -0.8 0.4
C -1.040 -4.254 -0.716 -0.1 -1.5 0.2
Cl 0.549 -4.885 -0.866 -0.1 0.2 0.0
C 3.116 0.388 1.827 -0.4 -0.4 -0.3
P 1.934 -0.629 0.893 0.2 0.0 0.1
C 2.838 -1.413 -0.473 -0.3 0.3 0.4
C 1.302 -1.964 1.953 0.3 0.5 -0.4
O 0.780 0.223 0.405 -0.9 0.3 -0.5
H 3.844 -0.249 2.321 0.1 0.0 0.1
H 2.582 0.986 2.563 0.0 0.0 0.0
H 3.630 1.052 1.133 0.0 0.0 0.0
H 3.576 -2.112 -0.089 0.1 -0.1 0.0
H 3.335 -0.649 -1.068 0.0 0.0 0.0
H 2.115 -1.943 -1.088 0.0 -0.1 0.0
H 2.108 -2.478 2.465 0.1 -0.1 0.1
H 0.778 -2.666 1.311 -0.1 -0.1 -0.1
H 0.608 -1.547 2.675 0.0 0.1 0.1
```
Forces are in eV/Å.

***

The following is a DFT calculation (wB97M-V/def2-TZVPD) of a molecular structure, C15H12N2O2S at a distorted geometry.

## Properties
- Kohn-Sham gap: 7.0 eV
- HOMO energy: -7.91 eV
- Energy above the lowest of the compared OMol25 structures with the same formula, charge and spin: 232.1 kcal per mole
- Net charge: 0
- LUMO energy: -0.8781 eV

Geometry as XYZ:
```
32
Properties=species:S:1:pos:R:3:forces:R:3
C 2.747 -0.885 1.909 -2.8 1.6 -3.4
H 2.252 0.134 1.485 1.2 -2.0 1.6
O 2.628 -1.772 0.776 5.0 -0.2 0.3
C 1.569 -2.275 0.276 5.1 -5.1 -5.2
C 0.464 -1.873 0.592 -10.9 5.9 8.5
C -0.756 -2.422 0.215 1.5 0.0 -0.7
C -0.633 -3.373 -0.695 -8.3 -3.0 -5.1
C 0.423 -3.782 -1.422 3.6 2.4 4.4
C 1.581 -3.322 -0.820 2.3 1.8 0.7
H 2.620 -3.531 -1.094 -0.5 -0.4 -0.3
H 0.328 -4.540 -2.061 0.1 -2.5 -2.8
H -1.791 -3.824 -1.368 3.3 1.5 2.8
C -2.011 -1.929 0.554 -9.9 -3.3 5.4
O -3.138 -2.709 1.061 6.7 3.3 -3.3
N -2.365 -0.622 0.724 -3.5 -0.9 4.7
C -1.648 0.423 0.459 2.9 5.9 -2.5
N -1.724 1.720 0.805 -6.2 -7.1 6.8
C -1.110 2.570 0.149 -0.1 5.6 -2.5
C -1.277 4.041 0.258 -1.8 -4.0 4.3
C -0.404 4.747 -0.357 5.0 4.0 -6.5
C 0.382 4.178 -1.609 -1.8 -0.4 5.1
C 0.309 2.770 -1.612 5.3 4.9 -10.4
C -0.516 2.052 -0.922 0.3 -4.2 0.6
S -0.642 0.287 -0.888 1.3 1.4 -2.1
H 0.761 2.409 -2.816 -1.1 0.3 4.0
H 0.948 4.969 -2.153 -0.3 -1.5 0.1
H -0.165 5.861 -0.323 -1.1 -1.5 0.6
H -1.907 4.371 1.114 0.5 -0.1 -0.8
H -3.140 -0.408 1.499 1.9 -1.3 -2.4
H 0.265 -1.149 1.643 1.1 -1.7 -3.3
H 2.141 -1.323 2.700 0.6 0.4 0.6
H 3.811 -0.793 1.920 0.5 0.2 1.1
```
Forces are in eV/Å.

***

The following is a DFT calculation (wB97M-V/def2-TZVPD) of 2 unconnected molecules or ions with the total composition C15H12NO2 at a distorted geometry.

## Properties
- Kohn-Sham gap: 3.3 eV
- HOMO energy: -2.39 eV
- Net charge: -1
- LUMO energy: 0.8580 eV

Geometry as XYZ:
```
30
Properties=species:S:1:pos:R:3:forces:R:3
C 2.544 0.505 1.781 -0.4 -0.4 0.0
C 1.194 0.512 1.791 0.4 -0.7 0.0
C 0.400 1.750 1.784 -1.7 -0.3 -0.2
O -0.845 1.744 1.761 2.4 0.3 0.2
C 1.205 2.987 1.787 0.6 0.7 -0.1
C 2.554 2.983 1.772 -0.6 0.6 0.0
C 3.349 1.739 1.767 1.2 -0.4 -0.1
O 4.593 1.736 1.746 -2.1 0.2 0.1
H 3.091 -0.435 1.779 -0.1 0.1 0.0
H 0.634 -0.421 1.809 0.1 0.1 -0.1
H 0.652 3.924 1.786 0.1 -0.1 0.0
H 3.117 3.914 1.762 -0.1 -0.1 0.0
C 1.002 -0.250 -2.162 0.9 0.1 -0.2
C 0.298 -1.220 -1.291 -0.4 -0.4 0.5
C 1.090 -2.161 -0.622 0.7 -0.6 0.5
N 1.778 -2.934 -0.058 -0.7 0.9 -0.5
C -1.113 -1.259 -1.131 0.0 0.2 0.0
C -1.980 -0.328 -1.794 -0.1 -0.3 0.2
C -3.355 -0.377 -1.601 0.3 -0.3 0.2
C -3.921 -1.343 -0.755 -0.3 0.2 -0.1
C -3.095 -2.263 -0.097 0.5 0.2 -0.3
C -1.715 -2.229 -0.280 -0.7 0.0 0.1
H 0.344 0.457 -2.673 0.1 -0.1 0.1
H 1.723 0.320 -1.557 0.0 0.2 -0.3
H 1.596 -0.781 -2.922 -0.1 0.3 -0.1
H -1.549 0.431 -2.453 -0.3 -0.3 0.3
H -3.990 0.346 -2.119 0.1 -0.2 0.2
H -5.001 -1.376 -0.612 0.2 0.0 0.0
H -3.523 -3.018 0.564 0.0 0.2 -0.1
H -1.078 -2.952 0.237 -0.2 0.2 -0.2
```
Forces are in eV/Å.

***

The following is a DFT calculation (wB97M-V/def2-TZVPD) of a molecular structure, C15H13BNO4Sn.

## Properties
- Kohn-Sham gap: 8.7 eV
- HOMO energy: -5.88 eV
- Energy above the lowest of the compared OMol25 structures with the same formula, charge and spin: 0.0 kcal per mole
- Net charge: -1
- LUMO energy: 2.8299 eV

Geometry as XYZ:
```
35
Properties=species:S:1:pos:R:3:forces:R:3
Sn -0.487 2.162 0.107 -0.2 -0.3 0.2
O 2.128 2.679 0.056 0.0 0.0 0.0
C 2.118 1.769 0.895 -0.1 -0.1 0.0
O 1.064 1.085 1.166 0.1 0.1 0.3
C 3.360 1.431 1.671 0.0 0.0 -0.1
C 4.561 2.045 1.334 0.0 0.0 0.0
C 5.717 1.746 2.039 0.0 0.0 0.0
C 5.674 0.835 3.087 0.0 0.0 0.0
C 4.475 0.222 3.425 0.0 0.0 0.0
C 3.319 0.516 2.716 0.0 0.0 0.0
H 4.561 2.755 0.518 0.0 0.0 0.0
H 6.652 2.222 1.772 0.0 0.0 0.0
H 6.576 0.602 3.640 0.0 0.0 0.0
H 4.441 -0.489 4.241 0.0 0.0 0.0
H 2.376 0.044 2.954 0.0 0.0 0.0
B -3.915 -1.317 1.133 0.1 0.1 0.0
C -2.686 -0.352 0.847 -0.1 -0.1 0.0
N -1.785 0.340 0.636 0.1 0.3 -0.1
H -4.700 -0.704 1.828 0.0 0.0 0.0
H -4.397 -1.606 0.058 0.0 0.0 0.0
H -3.474 -2.293 1.706 0.0 0.0 0.0
O -0.937 2.476 -2.536 0.0 0.0 -0.3
C -0.158 1.518 -2.545 0.0 -0.1 0.3
O 0.196 0.907 -1.463 0.0 0.2 -0.4
C 0.452 1.013 -3.817 0.0 0.0 0.0
C -0.060 1.431 -5.039 0.0 0.0 0.0
C 0.504 0.974 -6.220 0.0 0.0 0.0
C 1.589 0.108 -6.181 0.0 0.0 0.0
C 2.105 -0.305 -4.960 0.0 0.0 0.0
C 1.534 0.142 -3.778 0.0 0.0 0.0
H -0.898 2.117 -5.042 0.0 0.0 0.0
H 0.100 1.294 -7.172 0.0 0.0 0.0
H 2.033 -0.246 -7.104 0.0 0.0 0.0
H 2.952 -0.979 -4.928 0.0 0.0 0.0
H 1.912 -0.174 -2.815 0.0 0.0 0.0
```
Forces are in eV/Å.

***

The following is a DFT calculation (wB97M-V/def2-TZVPD) of a molecular structure, C15H13BaNO7STe.

## Properties
- Kohn-Sham gap: 6.0 eV
- HOMO energy: -1.74 eV
- Energy above the lowest of the compared OMol25 structures with the same formula, charge and spin: 0.0 kcal per mole
- Net charge: -2
- LUMO energy: 4.2179 eV

Geometry as XYZ:
```
39
Properties=species:S:1:pos:R:3:forces:R:3
Ba 0.476 1.398 -0.444 -0.1 -0.1 0.0
O 4.720 2.364 -2.356 0.0 0.0 0.0
C 3.773 1.950 -1.680 0.0 0.0 0.0
O 2.554 2.277 -1.738 0.1 0.0 -0.1
C 4.105 0.886 -0.617 0.1 0.0 -0.1
C 5.368 0.315 -0.521 0.0 0.0 0.1
C 5.581 -0.653 0.450 0.0 0.0 0.0
C 4.540 -1.023 1.292 0.1 0.1 0.0
C 3.312 -0.402 1.124 0.0 0.0 0.0
N 3.115 0.520 0.188 -0.2 0.1 0.0
C 2.093 -0.762 1.981 0.1 0.0 0.0
O 2.243 -1.623 2.848 0.0 0.0 0.0
O 1.039 -0.117 1.684 0.0 -0.1 0.1
H 6.136 0.646 -1.206 0.0 0.0 0.0
H 6.553 -1.125 0.548 0.0 0.0 0.0
H 4.641 -1.774 2.063 0.0 0.0 0.0
C -3.206 -1.683 -0.312 0.0 0.0 0.0
C -1.713 -1.723 -0.008 0.0 0.0 0.0
C -1.351 -2.967 0.793 0.0 0.0 0.0
O -1.437 -0.559 0.770 0.0 0.1 0.0
C -0.963 -1.725 -1.381 0.0 0.1 0.0
O -1.004 -2.778 -2.024 0.0 0.0 0.0
O -0.423 -0.630 -1.729 0.1 0.0 0.1
H -3.772 -1.721 0.623 0.0 0.0 0.0
H -3.483 -2.526 -0.944 0.0 0.0 0.0
H -3.452 -0.754 -0.830 0.0 0.0 0.0
H -1.954 -3.009 1.705 0.0 0.0 0.0
H -0.297 -2.943 1.082 0.0 0.0 0.0
H -1.522 -3.857 0.191 0.0 0.0 0.0
H -0.612 -0.692 1.279 0.0 0.0 0.0
Te -1.135 4.630 0.140 0.0 -0.1 0.0
C -2.912 3.538 -0.193 0.0 0.0 -0.1
C -3.305 2.311 0.274 0.0 -0.1 0.1
C -4.576 1.887 -0.211 0.0 0.0 0.0
C -5.153 2.794 -1.046 0.0 0.0 0.0
S -4.132 4.162 -1.243 0.0 0.0 0.0
H -2.719 1.703 0.951 0.1 0.1 0.0
H -5.025 0.938 0.052 0.0 0.0 0.0
H -6.103 2.728 -1.554 0.0 0.0 0.0
```
Forces are in eV/Å.

***

The following is a DFT calculation (wB97M-V/def2-TZVPD) of a molecular structure, C15H13BrN4OV at a distorted geometry.

## Properties
- Multiplicity: 4
- Kohn-Sham gap (alpha / beta): 8.4 / 8.5 eV
- HOMO energy (alpha / beta): -14.43 / -14.95 eV
- Energy above the lowest of the compared OMol25 structures with the same formula, charge and spin: 14.0 kcal per mole
- Net charge: +2
- LUMO energy (alpha / beta): -6.0822 / -6.4878 eV

Geometry as XYZ:
```
35
Properties=species:S:1:pos:R:3:forces:R:3
V 0.000 0.951 -1.128 0.0 2.3 -2.3
N 0.000 -2.262 -1.315 0.0 -0.4 -0.1
C 1.247 -1.690 -1.257 0.7 -0.1 0.1
C 2.374 -2.532 -1.242 0.0 0.2 0.0
C 3.633 -1.981 -1.160 -0.4 0.2 -0.1
C 3.761 -0.589 -1.139 -0.3 0.2 0.1
C 2.617 0.172 -1.159 1.0 0.0 0.0
N 1.378 -0.356 -1.193 1.1 -2.0 -0.3
C -1.247 -1.690 -1.258 -0.7 -0.1 0.1
C -2.374 -2.532 -1.242 0.0 0.2 0.0
C -3.633 -1.981 -1.161 0.4 0.2 -0.1
C -3.762 -0.589 -1.139 0.3 0.2 0.1
C -2.617 0.172 -1.159 -1.0 0.0 0.0
N -1.378 -0.356 -1.193 -1.1 -2.0 -0.3
H 0.000 -3.272 -1.424 0.0 0.3 0.1
H 2.245 -3.602 -1.275 -0.1 -0.1 0.0
H 4.507 -2.611 -1.117 0.1 -0.1 0.0
H 4.731 -0.122 -1.096 0.1 0.1 0.0
H 2.673 1.263 -1.150 0.0 -0.2 0.1
H -2.245 -3.602 -1.276 0.1 -0.1 0.0
H -4.507 -2.611 -1.118 -0.1 -0.1 0.0
H -4.731 -0.122 -1.096 -0.1 0.1 0.0
H -2.673 1.263 -1.150 0.0 -0.2 0.1
O 0.000 3.591 4.237 0.0 0.4 0.4
C 0.000 2.887 3.136 0.0 -0.8 -0.9
C 0.000 1.479 3.092 0.0 0.1 0.1
C 0.000 0.836 1.877 0.0 0.0 0.3
N 0.000 1.497 0.710 0.0 1.1 1.8
C 0.000 2.837 0.753 0.0 -0.1 0.7
Br 0.000 3.585 -1.021 0.0 0.4 0.4
C 0.000 3.580 1.901 0.0 0.2 0.0
H 0.000 3.068 5.057 0.0 0.0 -0.3
H 0.000 0.904 4.006 0.0 0.0 0.0
H 0.000 -0.248 1.809 0.0 0.1 0.1
H 0.000 4.660 1.890 0.0 0.1 0.0
```
Forces are in eV/Å.

***

The following is a DFT calculation (wB97M-V/def2-TZVPD) of a molecular structure, C15H13Cl2F5N3O5TcTe at a distorted geometry.

## Properties
- Multiplicity: 2
- Kohn-Sham gap (alpha / beta): 5.8 / 6.2 eV
- HOMO energy (alpha / beta): -11.86 / -12.31 eV
- Energy above the lowest of the compared OMol25 structures with the same formula, charge and spin: 0.0 kcal per mole
- Net charge: +1
- LUMO energy (alpha / beta): -6.0847 / -6.0841 eV

Geometry as XYZ:
```
45
Properties=species:S:1:pos:R:3:forces:R:3
Tc 1.548 -1.140 -2.100 -1.2 1.0 2.9
N 0.781 -0.171 -3.936 0.0 0.0 0.4
N 0.973 1.213 -3.852 0.2 -0.2 0.1
C 1.442 1.738 -2.660 -0.5 0.8 -0.2
O 1.474 2.919 -2.458 0.2 -0.4 0.1
O 1.786 0.787 -1.789 0.7 -1.1 -0.4
H 1.244 -0.534 -4.764 0.0 -0.1 -0.1
H -0.207 -0.437 -3.949 -0.2 0.0 -0.1
H 0.511 1.816 -4.511 -0.1 0.1 0.0
Cl -2.088 1.361 -0.050 0.0 0.0 -0.1
C -0.726 2.341 0.363 0.1 0.1 -0.2
C -0.739 3.669 -0.038 0.0 0.0 0.0
C 0.383 4.460 0.128 0.2 -0.1 0.1
C 1.553 3.926 0.658 -0.2 0.1 -0.1
C 1.569 2.606 1.043 -0.1 0.1 0.2
Cl 3.018 1.919 1.686 0.1 0.0 0.0
C 0.420 1.806 0.962 -0.2 0.2 0.1
N 0.538 0.488 1.422 0.4 -0.2 -0.3
C -0.306 -0.272 2.116 0.0 0.0 0.1
C -1.537 0.220 2.619 -0.1 0.2 0.1
C -2.474 -0.665 3.048 0.0 -0.4 0.1
C -2.192 -2.053 3.038 -0.4 0.3 0.2
C -0.926 -2.522 2.730 0.4 0.2 -0.1
C 0.062 -1.640 2.336 -0.5 -0.2 0.2
C 1.443 -2.094 2.060 0.4 -0.3 -1.3
C 1.501 -2.368 0.504 -0.8 -1.6 2.7
O 0.897 -3.347 0.110 0.5 0.8 -0.9
O 2.179 -1.483 -0.127 0.4 0.9 -2.7
H -1.625 4.059 -0.519 0.0 0.0 0.0
H 0.360 5.491 -0.196 0.0 0.0 0.0
H 2.447 4.524 0.759 0.0 0.0 0.0
H 1.404 0.038 1.109 -0.2 0.1 0.2
H -1.708 1.288 2.634 -0.1 0.0 0.0
H -3.436 -0.324 3.402 0.0 0.0 0.0
H -2.962 -2.748 3.344 0.0 0.0 0.0
H -0.695 -3.575 2.803 0.0 0.0 0.0
H 1.641 -3.048 2.542 0.0 0.1 0.1
H 2.206 -1.364 2.328 0.0 0.0 0.2
F -2.997 -1.623 -1.167 -0.1 0.3 0.1
Te -1.606 -2.726 -1.670 0.2 -1.2 1.0
F -2.126 -3.663 -0.112 -0.3 -0.4 0.6
F -0.099 -0.883 -1.056 0.9 0.0 -1.0
F -1.643 -1.609 -3.210 0.1 1.0 -1.5
F -2.650 -3.871 -2.643 -0.5 -0.4 -0.4
O 1.364 -2.513 -2.937 0.5 0.2 0.0
```
Forces are in eV/Å.

***

The following is a DFT calculation (wB97M-V/def2-TZVPD) of a molecular structure, C15H13Cl2IrN5 at a distorted geometry.

## Properties
- Kohn-Sham gap (alpha / beta): 4.9 / 4.9 eV
- HOMO energy (alpha / beta): -17.96 / -17.96 eV
- Net charge: +3
- LUMO energy (alpha / beta): -13.0970 / -13.0916 eV

Geometry as XYZ:
```
36
Properties=species:S:1:pos:R:3:forces:R:3
Ir 0.946 -0.931 0.448 0.1 0.4 0.1
N -0.247 -0.837 -3.702 1.1 -0.7 0.9
C 0.418 -1.163 -2.593 -0.3 -0.1 -1.7
N 0.112 -0.663 -1.416 -0.3 0.4 0.9
C -0.947 0.231 -1.316 -0.7 0.8 2.0
N -1.305 0.702 -0.066 0.4 -0.4 -2.6
N -0.608 0.119 0.877 0.2 -0.3 0.9
C -0.895 0.250 2.172 0.6 -0.4 -0.8
C 0.017 -0.372 3.087 0.6 -0.3 0.3
C -0.186 -0.355 4.466 0.0 0.1 -0.9
C 0.696 -1.059 5.278 0.5 -0.4 0.1
C 1.728 -1.767 4.687 -0.2 0.1 0.2
C 1.890 -1.745 3.291 0.2 -0.1 0.2
N 1.087 -1.064 2.506 -1.0 0.9 0.3
C -1.653 0.647 -2.468 0.0 -0.2 -0.8
C -2.707 1.581 -2.437 0.1 -0.1 -0.1
C -3.343 1.906 -3.608 0.1 -0.2 -0.5
C -2.957 1.312 -4.840 -0.1 0.2 0.4
C -1.930 0.393 -4.907 -0.1 0.1 0.2
C -1.280 0.066 -3.723 -0.6 0.7 0.7
H 0.031 -1.274 -4.580 0.0 0.0 0.1
H 1.237 -1.867 -2.669 0.0 0.0 -0.1
H -1.795 0.778 2.471 0.0 -0.1 -0.1
H -1.028 0.179 4.888 0.0 0.0 0.0
H 0.562 -1.062 6.352 0.0 0.0 0.0
H 2.425 -2.343 5.282 0.0 0.0 0.0
H 2.695 -2.293 2.818 0.0 0.0 0.0
H -3.002 2.031 -1.500 0.0 0.0 0.0
H -4.152 2.623 -3.597 0.0 0.0 0.0
H -3.478 1.586 -5.749 0.0 0.0 0.0
H -1.640 -0.056 -5.848 0.0 0.0 0.0
Cl 2.933 0.244 -0.044 -0.5 -0.3 0.1
C 4.028 0.885 1.365 -0.2 0.0 0.2
Cl 3.162 1.880 2.468 0.0 -0.2 -0.1
H 4.752 1.449 0.791 0.1 0.1 -0.1
H 4.436 -0.011 1.816 0.0 0.0 0.0
```
Forces are in eV/Å.

***

no.,E (a.u.)
1,-5980.05643
2,-1236.60931
3,-784.01448
4,-1174.45887
5,-1852.83718
6,-4391.19500
7,-2888.22530
8,-1876.80244